No. 1
97
Properties=species:S:1:pos:R:3 method="wB97M-V/def2-TZVPD" mol_weight_da=568.22 total_charge=-2 multiplicity=2 homo_lumo_gap_ev="1.1 / 7.3"
Cl 17.02839 17.77252 -1.65636
C 20.63437 14.08475 -3.35965
O 19.86105 14.63848 -2.26597
C 18.66481 14.03115 -2.10871
C 18.19874 14.01363 -0.62023
N 18.29754 15.28031 0.07305
C 17.74147 15.30861 1.44702
C 16.23889 14.95171 1.60655
O 15.87486 13.65362 1.27120
C 14.45258 13.39859 1.27401
H 21.04160 13.10616 -3.10542
H 21.46316 14.72739 -3.65670
H 20.05302 13.96335 -4.27365
H 18.65390 13.02333 -2.52378
H 17.88862 14.57987 -2.64213
H 18.67877 13.20267 -0.07250
H 17.14418 13.74829 -0.69507
H 17.64263 15.89274 -0.39184
H 17.93337 16.25502 1.95256
H 18.35883 14.56424 1.94988
H 15.65182 15.68012 1.04722
H 15.88708 15.00708 2.63673
H 14.01273 14.13730 0.60399
H 13.93504 13.55040 2.22122
H 14.26887 12.35780 1.00735
C 12.66323 18.54762 -5.65695
O 12.95415 19.47724 -4.60636
C 14.29456 19.81281 -4.38857
C 14.50431 20.67069 -3.13636
N 15.89496 20.93430 -2.83020
C 16.10298 21.67111 -1.57328
C 15.78639 23.16185 -1.68865
O 16.25648 23.63072 -0.45426
C 16.09843 25.02901 -0.23956
H 13.02063 17.54781 -5.41048
H 13.17946 18.89785 -6.55079
H 11.62146 18.51821 -5.97624
H 14.62690 20.43168 -5.22202
H 14.92819 18.92687 -4.43030
H 14.12638 20.18524 -2.23658
H 13.99164 21.62015 -3.29065
H 16.04823 19.95844 -2.61972
H 17.09100 21.54504 -1.13053
H 15.50845 21.19898 -0.79116
H 14.70788 23.24539 -1.82258
H 16.37661 23.61834 -2.48323
H 15.12110 25.37481 -0.57622
H 16.87767 25.59750 -0.74721
H 16.26554 25.22650 0.81929
C 22.09778 20.52152 -0.68181
O 21.23640 19.66121 -1.42902
C 21.49414 19.78187 -2.82471
C 20.36427 19.19966 -3.66358
N 20.27170 17.70944 -3.64073
C 19.22485 17.24329 -4.60411
C 19.54887 17.42442 -6.14454
O 20.64333 16.50188 -6.44299
C 20.86010 16.35996 -7.81392
H 22.42610 21.39939 -1.23826
H 22.95903 19.98661 -0.28153
H 21.60586 20.92010 0.20546
H 22.45060 19.30704 -3.04339
H 21.52923 20.80004 -3.21225
H 20.45778 19.52473 -4.69977
H 19.40960 19.62850 -3.35893
H 21.15974 17.32160 -3.92547
H 18.29707 17.76449 -4.36814
H 19.02782 16.19165 -4.39595
H 19.84455 18.44728 -6.37783
H 18.61494 17.19379 -6.65707
H 21.03978 17.38423 -8.14056
H 20.05379 15.91509 -8.39706
H 21.79415 15.87486 -8.09736
C 11.21864 20.77767 2.27621
O 12.47003 20.13103 1.99062
C 12.32786 19.37306 0.76239
C 13.70143 18.84885 0.37158
N 13.74651 18.19775 -0.93761
C 13.27015 16.83133 -0.93433
C 13.27863 16.26333 -2.35539
O 12.32334 15.21847 -2.50697
C 12.10080 14.88924 -3.86603
H 10.40719 20.05722 2.37914
H 10.95434 21.41747 1.43424
H 11.33232 21.33276 3.20737
H 11.91304 20.05486 0.01999
H 11.61461 18.55780 0.88367
H 14.14458 18.22771 1.14999
H 14.36674 19.70989 0.30784
H 14.71481 18.12481 -1.21540
H 12.30539 16.72054 -0.43928
H 13.96809 16.18877 -0.39760
H 14.27395 15.91851 -2.63564
H 13.05859 17.10488 -3.01225
H 12.31505 15.72274 -4.53497
H 11.04937 14.71131 -4.09168
H 12.66361 13.99903 -4.14686


No. 2
103
Properties=species:S:1:pos:R:3 method="wB97M-V/def2-TZVPD" mol_weight_da=710.83 homo_lumo_gap_ev=8.1
N 4.45095 -0.12841 1.94753
P 3.56847 1.34237 1.75692
O 3.22913 1.30728 0.12265
C 1.89249 0.92523 2.40098
C 1.39613 1.79344 3.35774
C 0.11632 1.63017 3.87105
C -0.65262 0.59093 3.39209
C -0.17108 -0.31869 2.44871
C 1.13000 -0.18111 1.96644
P 1.67825 -1.51587 0.83005
S 1.58727 -3.31746 1.60434
N -1.01377 -1.36335 1.95327
C -2.30213 -0.86480 1.53018
C -2.76943 -1.21728 0.27521
C -4.01347 -0.74538 -0.12633
C -4.77211 0.05518 0.71360
C -4.30715 0.41480 1.97128
C -3.06383 -0.05563 2.36550
S -2.33142 0.36285 3.93837
H 5.30034 0.12253 2.43957
H 4.70246 -0.51292 1.03970
H 2.29377 1.50100 -0.01743
H 2.01516 2.61938 3.68656
H -0.28269 2.32624 4.59691
H 0.88853 -1.43739 -0.32894
H 2.98991 -1.29350 0.42158
H -1.17652 -2.00289 2.73411
H -2.19023 -1.86410 -0.36649
H -4.37043 -1.02410 -1.10875
H -5.72719 0.40490 0.34011
H -4.88672 1.05266 2.62344
C -7.61811 -2.74603 1.15857
O -7.20602 -1.86028 2.20151
H -8.55346 -3.20537 1.46759
H -7.78360 -2.19897 0.22557
H -6.88019 -3.53144 0.99500
H -6.37711 -1.45705 1.92588
C 5.60884 2.43075 -2.89444
O 5.40536 1.44163 -1.88734
H 6.18100 1.97032 -3.69830
H 4.64683 2.76612 -3.29235
H 6.15434 3.28717 -2.49759
H 4.90021 1.85496 -1.17707
C 6.05979 5.83029 -0.06780
O 5.48411 4.54614 -0.27313
H 5.93755 6.39769 -0.98573
H 5.56570 6.36034 0.75109
H 7.12830 5.74415 0.15388
H 5.61431 4.03904 0.53317
C -6.60329 -6.74564 1.80803
O -6.82208 -6.02191 0.60757
H -7.15730 -6.24796 2.60139
H -6.96311 -7.77605 1.72400
H -5.54297 -6.75990 2.07726
H -6.32896 -6.46903 -0.09452
C -2.76731 -4.02614 -2.96327
O -3.38936 -3.61154 -1.75081
H -2.97729 -3.26695 -3.71248
H -1.68436 -4.11471 -2.84326
H -3.17148 -4.98048 -3.31055
H -3.20896 -4.27765 -1.08097
C 8.78424 2.21670 -1.09402
O 7.69212 2.41959 -0.20783
H 9.35896 3.14160 -1.12558
H 9.43904 1.41406 -0.74630
H 8.43228 1.97962 -2.10256
H 7.17807 1.60653 -0.19551
C 8.20914 4.84668 -3.94010
O 7.55158 5.36043 -2.78860
H 7.90652 5.45738 -4.78718
H 9.29616 4.90417 -3.83703
H 7.91929 3.80963 -4.13331
H 7.81456 4.82448 -2.03332
C 3.34594 3.20628 -6.29528
O 2.74491 1.92637 -6.46259
H 3.19113 3.76459 -7.21476
H 2.88404 3.75134 -5.46724
H 4.42024 3.10976 -6.11556
H 2.88545 1.42208 -5.65572
C -6.45859 -0.46524 5.17112
O -5.34421 -0.15533 6.00612
H -7.26295 -0.81300 5.81388
H -6.80328 0.41996 4.62776
H -6.21426 -1.25385 4.45802
H -4.63481 0.14554 5.43360
C -4.58743 3.78401 3.95022
O -3.45131 3.74652 3.09627
H -5.26318 4.54032 3.55874
H -5.11126 2.82407 3.96926
H -4.30912 4.05568 4.97162
H -2.85008 3.07486 3.43309
C 1.53268 0.65193 -2.81076
O 2.76564 -0.03786 -2.65527
H 0.86402 0.02414 -3.39432
H 1.06516 0.85309 -1.83843
H 1.68383 1.59866 -3.33885
H 3.35867 0.52720 -2.14105
C -4.49522 -8.06178 -2.21020
O -5.56507 -7.74388 -1.32268
H -3.78551 -7.24006 -2.17127
H -3.99037 -8.97935 -1.90183
H -4.85614 -8.16963 -3.23494
H -6.20063 -8.46494 -1.34846